No. 1
This record from the OMol25 dataset describes C30H16BrCl4F6N5O8S2Ti as an isolated structure. The level of theory is ωB97M-V with the def2-TZVPD basis set.

Summary:
- HOMO-LUMO gap (eV) = 6.9
- 2S+1 = 1
- F_max (eV/Å) = 0.98

Each line ends with the Mulliken charge.
Atoms and positions in Å:
Ti -0.105 0.406 -0.420  -0.451
Br -4.598 0.704 -6.379  -0.189
C -3.258 0.556 -5.053  -0.371
C -1.944 0.287 -5.427  -0.485
C -0.959 0.182 -4.467  -1.036
C -1.272 0.342 -3.119  0.140
O -0.309 0.255 -2.209  0.898
C -2.598 0.591 -2.740  0.621
C -3.021 0.667 -1.361  -0.093
N -2.288 0.437 -0.338  1.272
C -2.854 0.443 0.965  0.095
C -4.188 0.343 1.255  -0.496
C -4.635 0.342 2.592  -1.142
C -3.748 0.406 3.626  -0.852
C -2.361 0.458 3.361  1.117
C -1.375 0.452 4.375  -0.880
C -0.056 0.447 4.037  -1.282
C 0.298 0.463 2.676  -0.050
N -0.592 0.488 1.711  1.141
C -1.920 0.478 2.029  -0.322
C -3.584 0.706 -3.726  -0.813
H -1.698 0.163 -6.473  0.466
H 0.067 -0.025 -4.740  0.458
H -4.071 0.917 -1.218  0.258
H -4.919 0.237 0.466  0.465
H -5.696 0.272 2.788  0.409
H -4.088 0.390 4.654  0.444
H -1.684 0.439 5.413  0.453
H 0.725 0.428 4.783  0.500
H 1.337 0.459 2.371  0.461
H -4.609 0.901 -3.436  0.522
Cl 3.268 5.603 2.190  -0.205
C 2.083 4.658 1.371  0.549
C 0.874 5.228 0.977  0.397
Cl 0.553 6.888 1.305  -0.202
C -0.092 4.460 0.318  0.050
Cl -1.609 5.116 -0.170  -0.211
C 0.174 3.129 0.042  0.083
O -0.635 2.272 -0.564  -0.198
C 1.380 2.562 0.455  -0.954
O 1.474 1.259 0.160  0.151
C 2.337 3.308 1.112  -0.053
Cl 3.795 2.528 1.606  -0.209
F -0.645 -4.589 -2.210  -0.233
C -0.037 -3.504 -1.749  0.630
F 0.244 -2.697 -2.764  -0.148
F 1.090 -3.859 -1.138  -0.205
S -1.178 -2.679 -0.554  0.876
O -0.390 -1.543 -0.003  0.491
O -2.321 -2.329 -1.331  -0.741
N -1.488 -3.707 0.540  -0.536
S -0.492 -4.151 1.720  0.877
O -0.186 -5.541 1.640  -0.623
O 0.553 -3.204 1.988  -0.614
C -1.681 -3.963 3.115  0.562
F -2.809 -4.623 2.891  -0.228
F -1.114 -4.437 4.222  -0.214
F -1.970 -2.671 3.303  -0.095
N 7.015 0.318 -1.359  -0.307
C 6.289 -0.454 -0.513  0.175
O 6.787 -1.022 0.437  -0.627
C 4.814 -0.595 -0.807  1.101
C 4.164 0.006 -1.879  -0.711
C 2.796 -0.147 -1.997  -0.981
N 2.067 -0.853 -1.136  0.138
C 2.698 -1.460 -0.129  -0.264
C 4.064 -1.361 0.070  -1.064
H 7.981 0.472 -1.127  0.245
H 6.598 0.881 -2.075  0.146
H 4.679 0.607 -2.616  0.274
H 2.249 0.336 -2.798  0.390
H 2.078 -2.030 0.555  0.678
H 4.547 -1.848 0.905  0.554

Forces on atoms 1 to 2 (eV/Å):
0.7252 0.4974 0.0526
0.0005 0.0007 -0.0011

No. 2
This record from the OMol25 dataset describes C30H17Br4Cl3O3RuSb as an isolated structure in a non-equilibrium geometry. The level of theory is ωB97M-V with the def2-TZVPD basis set.

Summary:
- HOMO-LUMO gap (spin up / spin down) (eV) = 5.2 / 5.0
- 2S+1 = 2
- F_max (eV/Å) = 1.98

Each line ends with the natural charge from an NBO analysis.
Atoms and positions in Å:
Ru -1.582 -0.883 0.314  1.120
Cl -0.381 -2.672 7.490  0.014
C -0.420 -2.111 5.856  -0.030
C -1.311 -2.670 4.955  -0.245
C -1.319 -2.199 3.657  -0.103
Cl -2.428 -2.850 2.515  0.064
C -0.464 -1.182 3.190  0.337
O -0.480 -0.749 1.949  -0.726
C 0.405 -0.644 4.153  -0.087
Cl 1.478 0.652 3.763  0.018
C 0.435 -1.098 5.462  -0.247
H -1.993 -3.454 5.249  0.244
H 1.125 -0.650 6.161  0.242
Br -4.703 -2.702 -5.685  0.129
C -4.246 -2.596 -3.869  -0.156
C -4.727 -3.591 -2.959  -0.133
Br -5.841 -4.963 -3.590  0.133
C -4.388 -3.558 -1.629  -0.174
Br -4.961 -4.806 -0.358  0.127
C -3.544 -2.519 -1.163  0.286
O -3.172 -2.351 0.035  -0.610
C -3.094 -1.505 -2.079  0.314
O -2.379 -0.589 -1.536  -0.595
C -3.442 -1.564 -3.436  -0.173
Br -2.761 -0.220 -4.549  0.126
C 3.001 4.236 -3.702  -0.200
C 1.945 4.529 -2.855  -0.231
C 1.228 3.502 -2.255  -0.179
C 1.560 2.173 -2.488  -0.346
C 2.613 1.890 -3.351  -0.235
C 3.332 2.911 -3.951  -0.208
Sb 0.472 0.534 -1.598  1.100
C 2.207 -0.359 -0.702  -0.266
C 2.727 -0.105 0.560  -0.261
C 3.848 -0.780 1.018  -0.211
C 4.474 -1.719 0.212  -0.195
C 3.964 -1.988 -1.049  -0.214
C 2.833 -1.319 -1.495  -0.270
C -0.395 1.674 0.014  -0.365
C -1.765 1.590 0.306  -0.349
C -2.299 2.191 1.453  -0.161
C -1.478 2.898 2.306  -0.207
C -0.126 3.031 2.001  -0.182
C 0.407 2.422 0.881  -0.165
H 3.564 5.034 -4.168  0.213
H 1.675 5.559 -2.658  0.213
H 0.400 3.751 -1.600  0.202
H 2.894 0.863 -3.555  0.211
H 4.154 2.673 -4.615  0.214
H 2.243 0.607 1.212  0.217
H 4.226 -0.574 2.011  0.216
H 5.348 -2.248 0.570  0.213
H 4.436 -2.728 -1.683  0.214
H 2.434 -1.568 -2.474  0.209
H -2.469 1.184 -0.413  0.262
H -3.360 2.105 1.649  0.224
H -1.881 3.364 3.195  0.223
H 0.516 3.607 2.655  0.222
H 1.464 2.532 0.673  0.217

Forces on atoms 1 to 2 (eV/Å):
-1.7194 0.5458 -0.8244
-0.0035 -0.0562 0.1293

No. 3
This record from the OMol25 dataset describes C30H19BrCrN4O8 as an isolated structure in a non-equilibrium geometry. The level of theory is ωB97M-V with the def2-TZVPD basis set.

Summary:
- HOMO-LUMO gap (eV) = 4.9
- 2S+1 = 1
- F_max (eV/Å) = 1.81
- charge = +2

Each line ends with the natural charge from an NBO analysis.
Atoms and positions in Å:
Cr 1.881 -0.273 1.543  1.180
O 0.280 1.232 5.595  -0.470
C 1.201 1.005 4.882  0.770
O 1.906 1.892 4.125  -0.562
C 1.784 -0.382 4.721  0.129
C 1.819 -1.166 5.857  -0.179
C 2.460 -2.391 5.824  -0.118
C 3.081 -2.793 4.656  -0.182
C 2.968 -1.987 3.552  0.094
N 2.308 -0.812 3.554  -0.435
C 3.573 -2.351 2.216  0.756
O 4.178 -3.352 2.009  -0.501
O 3.284 -1.403 1.290  -0.714
H 1.351 -0.788 6.757  0.267
H 2.492 -3.016 6.706  0.250
H 3.641 -3.714 4.578  0.266
C -7.246 0.623 -6.008  -0.270
O -6.649 0.404 -4.690  -0.399
C -5.615 -0.354 -4.555  0.487
C -4.952 -0.976 -5.642  -0.332
C -3.864 -1.748 -5.395  -0.056
C -3.400 -1.924 -4.060  0.064
C -4.097 -1.316 -2.961  -0.155
C -5.171 -0.542 -3.206  -0.233
N -2.287 -2.643 -3.920  0.002
N -1.744 -2.991 -2.880  -0.033
C -0.850 -2.877 -1.996  0.182
C -0.797 -3.892 -0.914  -0.092
C -0.265 -3.596 0.267  -0.263
C 0.333 -2.280 0.465  0.576
O 0.548 -1.812 1.571  -0.496
C 0.655 -1.456 -0.731  0.117
N 1.455 -0.414 -0.506  -0.381
C 1.686 0.439 -1.502  0.120
C 1.117 0.262 -2.759  -0.191
C 0.281 -0.808 -2.979  -0.109
C 0.041 -1.693 -1.932  -0.083
H -8.121 1.229 -5.831  0.240
H -7.534 -0.325 -6.452  0.209
H -6.549 1.155 -6.649  0.208
H -5.302 -0.838 -6.656  0.261
H -3.332 -2.233 -6.207  0.257
H -3.770 -1.500 -1.943  0.238
H -5.731 -0.062 -2.412  0.265
H -1.259 -4.857 -1.098  0.265
H -0.278 -4.296 1.093  0.276
H 2.349 1.268 -1.291  0.246
H 1.340 0.966 -3.550  0.264
H -0.178 -0.955 -3.951  0.244
Br 5.401 6.413 0.466  0.111
C 4.177 5.384 1.455  -0.061
C 2.868 5.820 1.581  -0.242
C 1.970 5.059 2.310  -0.146
C 2.379 3.871 2.902  -0.148
C 3.697 3.445 2.766  -0.171
C 4.604 4.205 2.043  -0.249
C 1.358 3.110 3.662  0.788
O 0.227 3.413 3.837  -0.499
O 1.133 1.068 1.661  -0.320
H 2.559 6.750 1.121  0.243
H 0.943 5.380 2.432  0.244
H 4.025 2.529 3.239  0.227
H 5.637 3.892 1.941  0.241

Forces on atoms 1 to 2 (eV/Å):
-1.5701 0.3512 0.8194
0.0801 0.0452 0.1488

No. 4
This record from the OMol25 dataset describes C30H19F3MgN6 as an isolated structure. The level of theory is ωB97M-V with the def2-TZVPD basis set.

Summary:
- HOMO-LUMO gap (spin up / spin down) (eV) = 5.6 / 6.2
- 2S+1 = 1
- F_max (eV/Å) = 0.57

Each line ends with the natural charge from an NBO analysis.
Atoms and positions in Å:
Mg 1.108 -0.261 0.353  1.705
N -1.748 -3.597 -0.252  -0.553
C -0.712 -2.851 0.193  0.302
N -0.463 -1.651 -0.215  -0.631
C -1.302 -1.085 -1.171  0.272
N -0.981 0.206 -1.578  -0.324
N -0.298 0.973 -0.588  -0.586
C -1.136 1.377 0.392  -0.031
C -0.654 1.523 1.709  0.090
C -1.392 2.196 2.716  -0.224
C -0.851 2.347 3.962  -0.166
C 0.433 1.835 4.231  -0.309
C 1.084 1.160 3.226  0.066
N 0.571 0.978 2.002  -0.649
C -2.515 -1.734 -1.548  -0.051
C -3.510 -1.148 -2.346  -0.210
C -4.652 -1.857 -2.680  -0.208
C -4.840 -3.154 -2.225  -0.201
C -3.878 -3.749 -1.412  -0.243
C -2.740 -3.046 -1.084  0.135
H -1.886 -4.514 0.137  0.417
H -0.057 -3.317 0.918  0.203
H -2.193 1.538 0.197  0.189
H -2.368 2.595 2.476  0.218
H -1.404 2.866 4.734  0.218
H 0.900 1.955 5.197  0.223
H 2.065 0.728 3.388  0.205
H -3.372 -0.135 -2.697  0.229
H -5.406 -1.390 -3.301  0.222
H -5.732 -3.703 -2.493  0.221
H -4.018 -4.755 -1.035  0.214
N 0.093 2.015 -8.009  -0.320
C -0.078 1.702 -6.916  0.283
C -0.297 1.311 -5.553  -0.219
C -0.568 -0.020 -5.241  -0.127
C -0.779 -0.401 -3.931  -0.292
C -0.738 0.551 -2.908  0.262
C -0.458 1.885 -3.220  -0.257
C -0.237 2.257 -4.530  -0.140
H -0.598 -0.760 -6.030  0.227
H -0.967 -1.440 -3.700  0.226
H -0.407 2.613 -2.424  0.240
H -0.018 3.288 -4.769  0.229
F 10.528 -2.202 0.163  -0.328
C 10.055 -0.946 0.026  0.966
F 10.591 -0.448 -1.100  -0.324
F 10.567 -0.238 1.054  -0.328
C 8.557 -0.910 0.020  -0.107
C 7.878 -1.285 1.174  -0.206
C 6.498 -1.261 1.198  -0.198
C 5.772 -0.862 0.070  -0.013
C 6.469 -0.497 -1.083  -0.215
C 7.854 -0.520 -1.108  -0.192
C 4.340 -0.816 0.106  -0.173
C 3.124 -0.761 0.126  -0.636
H 8.432 -1.590 2.052  0.225
H 5.961 -1.547 2.092  0.218
H 5.913 -0.188 -1.958  0.225
H 8.384 -0.229 -2.004  0.229

Forces on atoms 1 to 2 (eV/Å):
0.4147 0.3890 -0.0205
0.0055 0.0191 -0.0038

No. 5
This record from the OMol25 dataset describes C30H20Cl2FeN5O7 as an isolated structure in a non-equilibrium geometry. The level of theory is ωB97M-V with the def2-TZVPD basis set.

Summary:
- HOMO-LUMO gap (spin up / spin down) (eV) = 6.6 / 6.6
- 2S+1 = 5
- F_max (eV/Å) = 4.07
- charge = -1

Each line ends with the natural charge from an NBO analysis.
Atoms and positions in Å:
Fe -0.892 0.677 0.560  1.480
O -1.437 -1.526 4.180  -0.693
C -0.196 -1.650 4.633  0.377
C 0.057 -2.281 5.835  -0.289
C 1.158 -1.902 6.555  -0.180
C 2.265 -1.269 5.951  -0.291
C 2.196 -0.976 4.609  -0.150
C 0.952 -1.050 4.007  -0.233
C 0.652 -0.418 2.688  0.582
O -0.594 -0.211 2.349  -0.808
N 1.618 -0.151 1.787  -0.442
N 1.123 0.675 0.876  -0.401
C 2.019 1.426 0.225  0.074
C 1.792 2.644 -0.412  -0.247
C 2.875 3.479 -0.822  -0.160
C 2.527 4.616 -1.435  -0.295
C 1.176 4.970 -1.772  -0.177
C 0.089 4.293 -1.212  -0.329
C 0.403 3.144 -0.467  0.485
O -0.493 2.553 0.289  -0.825
H -1.225 -0.913 3.279  0.498
H -0.621 -3.032 6.227  0.209
H 1.155 -2.086 7.638  0.202
H 3.180 -1.192 6.562  0.205
H 3.048 -0.723 3.995  0.231
H 2.984 0.967 0.360  0.181
H 3.903 3.176 -0.695  0.208
H 3.330 5.256 -1.837  0.194
H 1.068 5.814 -2.476  0.201
H -0.926 4.716 -1.257  0.226
O -5.106 0.947 -3.378  -0.701
C -4.041 0.337 -3.956  0.790
O -4.025 -0.161 -5.068  -0.598
C -2.714 0.326 -3.229  -0.261
C -1.403 0.155 -3.760  0.176
Cl -0.916 -0.104 -5.340  0.105
N -0.476 0.287 -2.771  -0.204
N -1.144 0.424 -1.521  -0.290
C -2.426 0.524 -1.838  0.077
C -3.380 0.875 -0.727  0.773
O -4.606 0.949 -0.931  -0.677
O -2.868 0.928 0.476  -0.780
C 0.911 0.204 -2.896  0.098
C 1.649 -0.622 -2.029  -0.190
C 3.060 -0.578 -2.068  -0.203
C 3.709 0.131 -3.069  -0.208
C 2.969 0.871 -4.013  -0.235
C 1.593 0.964 -3.873  -0.142
H -5.015 0.935 -2.361  0.508
H 1.169 -1.176 -1.263  0.233
H 3.606 -1.176 -1.309  0.226
H 4.856 0.143 -3.063  0.215
H 3.508 1.436 -4.752  0.217
H 0.997 1.595 -4.564  0.223
Cl -0.275 -5.653 0.328  0.001
C -1.184 -4.201 0.658  -0.074
C -2.463 -4.346 1.195  -0.171
C -3.394 -3.390 0.832  -0.251
C -2.890 -2.092 0.433  0.075
N -1.618 -1.864 0.123  -0.455
C -0.811 -2.958 0.190  0.011
H -2.717 -5.250 1.795  0.229
H -4.417 -3.316 1.186  0.227
H -3.556 -1.262 0.427  0.225
H 0.230 -2.911 -0.086  0.202

Forces on atoms 1 to 2 (eV/Å):
0.5596 0.1123 0.2929
0.8920 0.0811 -1.2332

No. 6
This record from the OMol25 dataset describes C30H20CrF6N2O9PS3 as an isolated structure in a non-equilibrium geometry. The level of theory is ωB97M-V with the def2-TZVPD basis set.

Summary:
- HOMO-LUMO gap (spin up / spin down) (eV) = 7.3 / 7.9
- 2S+1 = 2
- F_max (eV/Å) = 1.92

Each line ends with the Mulliken charge.
Atoms and positions in Å:
Cr 1.034 -0.582 1.138  0.409
O 1.453 2.548 2.048  -0.768
S 0.380 1.946 2.799  1.420
O 0.233 2.354 4.164  -0.724
O 0.436 0.452 2.641  -0.306
C -1.210 2.352 2.028  -0.075
C -1.876 3.413 2.617  -0.625
C -3.177 3.720 2.252  -0.935
C -3.830 2.922 1.326  -0.721
C -3.166 1.864 0.732  -0.950
C -1.833 1.580 1.054  0.443
P -1.013 0.200 0.152  2.487
C -1.076 0.744 -1.594  0.895
C -1.672 1.917 -2.044  -0.837
C -1.656 2.231 -3.391  -0.617
C -1.061 1.375 -4.303  -0.779
C -0.438 0.222 -3.857  -0.827
C -0.427 -0.084 -2.507  -0.863
C -2.357 -1.031 0.236  0.584
C -2.966 -1.634 -0.857  -0.214
C -3.981 -2.554 -0.648  -0.685
C -4.372 -2.895 0.636  -0.705
C -3.751 -2.310 1.728  -0.495
C -2.757 -1.374 1.527  -0.784
H -1.358 3.961 3.387  0.555
H -3.687 4.549 2.717  0.436
H -4.861 3.121 1.069  0.460
H -3.681 1.233 0.019  0.533
H -2.154 2.583 -1.347  0.535
H -2.106 3.153 -3.727  0.453
H -1.089 1.613 -5.355  0.400
H 0.029 -0.448 -4.562  0.511
H 0.066 -0.975 -2.148  0.464
H -2.665 -1.383 -1.863  0.391
H -4.470 -3.011 -1.493  0.468
H -5.160 -3.616 0.789  0.398
H -4.033 -2.585 2.732  0.492
H -2.271 -0.893 2.366  0.297
F 3.018 -4.594 -0.554  -0.167
C 2.040 -4.343 -1.408  0.413
F 1.557 -5.500 -1.844  -0.201
F 2.547 -3.688 -2.454  -0.195
S 0.711 -3.279 -0.611  1.003
O 1.438 -2.045 -0.325  -0.287
O -0.311 -3.133 -1.592  -0.554
N 0.300 -4.148 0.609  -0.594
S -0.034 -3.540 2.022  1.194
O -0.118 -2.093 1.968  -0.123
O -1.129 -4.182 2.654  -0.646
C 1.506 -4.105 2.946  0.570
F 1.385 -5.422 3.111  -0.235
F 1.695 -3.551 4.130  -0.225
F 2.562 -3.896 2.177  -0.160
O 4.702 -1.897 1.357  -0.703
C 3.696 -1.227 1.260  0.009
O 2.615 -1.334 1.926  -0.763
C 3.629 -0.063 0.280  0.652
C 4.779 0.342 -0.408  -0.939
C 4.742 1.492 -1.148  -0.902
C 3.551 2.244 -1.173  0.751
C 3.485 3.502 -1.807  -0.813
C 2.325 4.226 -1.804  -1.113
C 1.182 3.702 -1.187  -0.548
C 1.221 2.486 -0.561  0.901
C 2.402 1.722 -0.507  -0.330
N 2.457 0.557 0.207  1.315
H 5.664 -0.267 -0.308  0.604
H 5.614 1.857 -1.671  0.465
H 4.379 3.883 -2.282  0.434
H 2.287 5.205 -2.253  0.437
H 0.271 4.284 -1.176  0.529
H 0.353 2.128 -0.037  -0.500

Forces on atoms 1 to 2 (eV/Å):
0.9051 -0.2535 1.0696
-0.3185 -0.0077 0.3925

Number 1: molar mass 1022.19 g/mol. Number 2: molar mass 1074.27 g/mol. Number 3: molar mass 695.40 g/mol. Number 4: molar mass 544.82 g/mol. Number 5: molar mass 689.27 g/mol. Number 6: molar mass 845.65 g/mol.